Molecular formula: C9H18HfS4
Method: DFT, ωB97M-V with the def2-TZVPD basis set

Structure (ORCA input):
```
! wB97M-V def2-TZVPD RIJCOSX def2/J DEFGRID3
* xyz 2 1
Hf 0.41696 0.82762 -2.01844
C -2.42372 -1.42774 -0.20492
C -2.41203 -0.13988 0.59244
S -2.18062 1.36611 -0.44288
C -1.65723 2.56533 0.84081
C -0.14943 2.69076 0.99803
S 0.54378 1.01602 1.23672
C 2.34922 1.22996 1.08446
C 2.95404 -0.15661 0.95920
S 2.28934 -1.13531 -0.44142
C 1.11035 -2.23147 0.44723
C 0.11795 -2.86735 -0.50361
S -1.01315 -1.70620 -1.33558
H -3.29686 -1.46022 -0.85528
H -2.46850 -2.27433 0.47942
H -1.64706 -0.13693 1.36074
H -3.38925 -0.01673 1.06140
H -2.13269 2.25379 1.77041
H -2.08248 3.52334 0.54595
H 0.08781 3.30150 1.86826
H 0.29808 3.13859 0.10512
H 2.72876 1.71867 1.98099
H 2.56943 1.84432 0.20718
H 2.76847 -0.74626 1.85634
H 4.02946 -0.08564 0.80714
H 0.62168 -1.64410 1.22193
H 1.71940 -3.01308 0.90250
H -0.48177 -3.61676 0.01158
H 0.63764 -3.35878 -1.32715
C -0.14476 0.07202 -4.02047
H -0.49917 0.86275 -4.69758
H 0.73635 -0.39342 -4.49055
*
```

Calculated values
Energy above the lowest of the compared OMol25 structures with the same formula, charge and spin, kcal/mol: 13.4
Frontier orbital gap (spin up / spin down), eV: 5.75 / 5.76
LUMO (spin up / spin down), eV: -8.7 / -8.7